## 1
Computed, not measured: one molecule with the formula C21H26N2O2S, with the ωB97M-V functional and the def2-TZVPD basis.

XYZ file:
```
52
Properties=species:S:1:pos:R:3:nbo_charge:R:1
S -1.7667 -3.4614 4.0800 0.26
O 0.1693 -2.9940 -2.3726 -0.62
O 0.1068 4.3590 -1.7413 -0.50
N 1.6636 -1.6148 -1.3798 -0.60
N -1.0421 -0.6451 2.8626 -0.43
C 0.8420 5.5645 -1.8054 -0.06
C 0.2310 0.8019 -2.3019 -0.15
C 0.6786 3.1529 -2.0063 0.31
C -0.7460 0.6928 2.4051 -0.20
C 0.6141 -2.4788 -1.3665 0.65
C -1.6287 -1.8445 4.8920 -0.53
C -0.8463 -4.1504 1.6688 -0.20
C -0.7911 -1.7513 2.0713 0.16
C -1.0853 -3.0608 2.4966 -0.21
C 2.4785 1.5993 -2.3685 -0.18
C 1.5916 0.5389 -2.4442 -0.08
C -2.0357 -0.7640 3.9033 -0.22
C -0.2989 -3.9943 0.4130 -0.22
C 1.5734 5.4829 -4.2549 -0.61
C 2.0362 2.8957 -2.1597 -0.31
C -0.1935 -1.6255 0.8140 -0.29
C 0.0587 -2.7190 -0.0038 -0.06
C -0.2197 2.0838 -2.0843 -0.26
C 0.7731 6.2205 -3.1883 -0.42
C -1.7907 1.2664 1.4450 -0.63
C 2.0589 -0.8883 -2.5703 -0.25
H -3.0271 -1.0081 3.4940 0.19
H -1.4775 2.2478 1.0986 0.22
H 2.7664 3.6879 -2.1155 0.22
H 3.1447 -0.9358 -2.6939 0.20
H 1.5765 -1.3932 -3.4118 0.24
H 1.4731 5.9902 -5.2115 0.21
H 1.2156 4.4625 -4.3710 0.21
H 2.6295 5.4538 -3.9948 0.20
H 0.0382 -0.6438 0.4326 0.22
H -0.5993 -1.7015 5.2211 0.22
H 0.2404 0.6966 1.9358 0.20
H -1.1054 -5.1320 2.0365 0.22
H 1.8814 5.4224 -1.4943 0.17
H 0.3551 6.2208 -1.0761 0.19
H -0.4743 -0.0144 -2.3630 0.22
H -0.6802 1.3317 3.2917 0.20
H -0.1344 -4.8393 -0.2353 0.23
H -2.2920 -1.8730 5.7547 0.23
H -2.1055 0.1950 4.4225 0.21
H 1.9602 -1.2183 -0.5012 0.39
H 1.1441 7.2430 -3.0924 0.20
H 3.5388 1.4192 -2.4765 0.21
H -2.7522 1.3624 1.9441 0.21
H -1.9156 0.6174 0.5822 0.21
H -1.2716 2.2932 -1.9689 0.22
H -0.2755 6.2667 -3.4877 0.21
```

Calculated values
- HOMO level: -7.49 eV
- SMILES string: CCCOc1ccc(CNC(=O)c2ccc3c(c2)N(CC)CCS3)cc1
- Gap between HOMO and LUMO: 8.16 eV



## 2
Computed, not measured: a 2-piece molecular cluster, C21H26N2O2S overall, with the ωB97M-V functional and the def2-TZVPD basis.

XYZ file:
```
52
Properties=species:S:1:pos:R:3:nbo_charge:R:1
S -2.0666 1.1394 -0.9798 2.28
O -1.1423 1.0860 -2.0918 -0.96
O -3.4612 0.8207 -1.1679 -0.93
N -1.4907 0.1490 0.2605 -0.77
N 1.0430 -1.5410 -0.8193 -0.42
C -0.7692 3.4732 -0.3772 -0.11
C -1.7340 6.8374 1.1303 -0.63
C -1.8190 5.4201 0.6376 0.01
C -0.9146 -2.3094 3.4434 -0.22
C -1.9846 2.7919 -0.3087 -0.37
C -0.6895 4.7773 0.1011 -0.23
C 1.2235 -2.9696 -1.2393 -0.24
C 3.5092 -1.4639 -0.2731 -0.43
C -1.2785 -4.2703 2.0688 -0.23
C 2.7208 -0.8760 -2.5832 -0.43
C 3.4545 -1.9529 -1.7435 -0.20
C -3.0306 4.7101 0.7059 -0.22
C -1.2342 -2.0688 1.0396 -0.04
C -1.2136 -1.0832 -0.0449 0.20
C 2.6265 -3.2629 -1.7867 -0.43
C 1.3199 -0.6642 -2.0002 -0.24
C -3.1220 3.4044 0.2285 -0.15
C -1.0078 -3.6954 3.3171 -0.20
C -1.0498 -1.5120 2.3113 -0.18
C -1.4060 -3.4639 0.9260 -0.20
C 2.0744 -1.2242 0.2239 -0.24
H 1.9302 -0.1744 0.5218 0.21
H -1.9834 6.9058 2.1918 0.22
H 1.1688 0.3744 -1.6706 0.22
H 3.2757 0.0765 -2.5435 0.21
H -2.4295 7.4722 0.5773 0.22
H -1.3983 -5.3549 2.0087 0.22
H 2.6298 -1.2015 -3.6330 0.21
H -1.1191 -1.3874 -1.1057 0.21
H 4.0893 -0.5268 -0.2178 0.21
H 0.4475 -3.1948 -1.9857 0.20
H 0.5321 -0.8588 -2.7426 0.21
H 1.8559 -1.8389 1.1088 0.21
H -0.7240 7.2190 0.9882 0.22
H 0.1120 2.9805 -0.7930 0.23
H -3.9048 5.2045 1.1423 0.22
H 1.0069 -3.5973 -0.3643 0.21
H 3.1089 -4.0348 -1.1622 0.21
H -1.0532 -0.4330 2.3843 0.24
H -1.6985 -3.9154 -0.0283 0.22
H 0.2594 5.3223 0.0633 0.21
H 4.0014 -2.2244 0.3576 0.21
H -0.8592 -4.3338 4.1931 0.22
H 2.5518 -3.6339 -2.8231 0.21
H 4.4585 -2.1213 -2.1357 0.22
H -4.0622 2.8533 0.2827 0.25
H -0.7535 -1.8287 4.4069 0.22
```

Calculated values
- HOMO level: -8.66 eV
- SMILES string: Cc1ccc(S(=O)(=O)/N=C/c2ccccc2)cc1.C1CN2CCC1CC2
- Gap between HOMO and LUMO: 8.96 eV



Quick one: most stable of them? 1



## 1
Computed, not measured: a 2-piece molecular cluster, CH4BrN2 overall, with the ωB97M-V functional and the def2-TZVPD basis.

XYZ file:
```
8
Properties=species:S:1:pos:R:3:nbo_charge:R:1
Br -1.3720 0.6928 2.3482 0.43
N -0.2073 0.1955 1.0178 -0.63
N 0.4643 -0.3198 -1.1902 -0.74
C -0.4538 -0.2427 -0.1863 0.34
H -1.4922 -0.5522 -0.1103 0.26
H 1.3194 0.8013 1.3218 0.46
H 1.4529 -0.1260 -1.0326 0.43
H 0.2886 -0.4489 -2.1685 0.45
```

Calculated values
- HOMO level: -14.95 eV
- Total charge: +1
- Gap between HOMO and LUMO: 8.51 eV



## 2
Computed, not measured: a 2-piece molecular cluster, CH4BrN2 overall, with the ωB97M-V functional and the def2-TZVPD basis.

XYZ file:
```
8
Properties=species:S:1:pos:R:3:nbo_charge:R:1
Br -0.4383 1.2399 -0.0937 0.17
N 1.0542 -1.3211 -1.9388 -0.42
N -0.6686 0.9442 1.7398 -0.83
C 0.7797 -1.2429 -0.8268 0.49
H -0.5852 1.9342 2.0368 0.39
H -1.6846 0.7034 1.7290 0.38
H 0.5132 -1.4744 0.1740 0.30
H 1.0297 -0.7832 -2.8203 0.50
```

Calculated values
- HOMO level: -14.30 eV
- Total charge: +1
- Gap between HOMO and LUMO: 8.65 eV



Quick one: most stable of them? 2



## 1
Computed, not measured: a 2-piece molecular cluster, H5NO overall, with the ωB97M-V functional and the def2-TZVPD basis.

XYZ file:
```
7
Properties=species:S:1:pos:R:3:nbo_charge:R:1
O 1.3362 -0.0398 0.1161 -0.94
N -1.3926 -0.0489 -0.0976 -1.11
H -1.2301 1.0009 -0.0035 0.36
H -1.7840 -0.5088 0.7713 0.36
H 1.6809 0.7857 -0.0673 0.47
H -0.4597 -0.4859 -0.2746 0.38
H 1.8492 -0.7031 -0.4444 0.48
```

Calculated values
- HOMO level: -9.15 eV
- SMILES string: N.O
- Gap between HOMO and LUMO: 9.88 eV



## 2
Computed, not measured: a 2-piece molecular cluster, H5NO overall, with the ωB97M-V functional and the def2-TZVPD basis.

XYZ file:
```
7
Properties=species:S:1:pos:R:3:nbo_charge:R:1
O 0.1072 1.3398 0.4392 -0.97
N -0.1687 -1.1557 -0.3649 -1.05
H 0.1909 0.3589 0.3983 0.48
H -0.1539 -1.3614 -1.3470 0.37
H -1.0617 -1.4541 -0.1335 0.36
H 0.4351 -1.7399 0.1518 0.36
H 0.9126 1.5679 -0.0291 0.45
```

Calculated values
- HOMO level: -10.17 eV
- SMILES string: N.O
- Gap between HOMO and LUMO: 11.05 eV



Quick one: most stable of them? 2



## 1
Computed, not measured: one molecule with the formula C8H7N, with the ωB97M-V functional and the def2-TZVPD basis.

XYZ file:
```
16
Properties=species:S:1:pos:R:3:nbo_charge:R:1
N -1.7620 1.6835 0.0741 -0.26
C 1.1211 0.0270 -1.0474 -0.20
C -1.2778 -0.7965 -0.0194 -0.18
C 1.8222 0.5294 1.2062 -0.36
C -0.8593 -1.3690 -1.1499 -0.22
C -0.7456 0.4874 0.4500 -0.05
C -1.4885 1.4307 1.2763 0.06
C 0.7861 0.5087 0.2841 -0.03
C 0.4524 -1.0045 -1.6271 -0.22
H -1.7952 1.8493 2.1976 0.21
H 1.7430 0.5814 2.3242 0.21
H 2.0346 0.4344 -1.2781 0.21
H 0.6415 -1.5853 -2.4618 0.21
H -1.3156 -2.2223 -1.5931 0.21
H 2.9226 0.5533 0.9325 0.21
H -2.2794 -1.1075 0.4319 0.21
```

Calculated values
- HOMO level: -8.12 eV
- SMILES string: C=C1C=CC=C[C@@]12C=N2
- Gap between HOMO and LUMO: 8.28 eV



## 2
Computed, not measured: C8H7N as an isolated structure, with the ωB97M-V functional and the def2-TZVPD basis.

XYZ file:
```
16
Properties=species:S:1:pos:R:3:nbo_charge:R:1
N 0.2110 1.9316 -1.6307 -0.42
C -0.4463 -1.1623 -0.0186 -0.14
C -1.0860 -2.3391 -0.6337 -0.64
C -0.0732 0.6141 -1.7132 0.22
C -0.4396 0.1919 -0.5091 -0.10
C 0.1624 1.2424 0.5589 -0.30
C 0.4981 2.3025 -0.4343 0.09
C 0.4452 -0.8844 0.9479 0.16
C 1.1105 0.3466 1.3593 -0.49
H 2.2285 0.3636 1.1465 0.24
H -0.6743 1.5290 1.1296 0.24
H 1.1616 0.6183 2.3638 0.23
H 0.5547 3.3860 -0.0116 0.20
H -1.9010 -2.9089 -0.0860 0.24
H -0.2556 -3.0684 -0.9188 0.23
H -1.4961 -2.1628 -1.5498 0.23
```

Calculated values
- HOMO level (alpha / beta): -8.01 / -7.52 eV
- Gap between HOMO and LUMO (alpha / beta): 8.03 / 6.61 eV



Quick one: most stable of them? 1



## 1
Computed, not measured: an isolated ion of composition C6H7NO6 and charge -2, with the ωB97M-V functional and the def2-TZVPD basis.

XYZ file:
```
20
Properties=species:S:1:pos:R:3:nbo_charge:R:1
O 1.6982 1.0657 -1.1176 -0.78
O 0.7728 -1.1621 1.5904 -0.44
O -2.3437 -1.2775 -1.3883 -0.79
O 0.1331 0.9334 -2.7013 -0.75
O 0.4596 1.1046 1.6877 -0.45
O -2.4207 0.8283 -0.6498 -0.77
N -0.1600 -0.1527 1.3895 0.03
C 0.5971 0.7111 -1.5681 0.71
C 1.4247 -1.5323 0.3813 -0.08
C -0.2977 -0.2715 -0.7678 0.05
C -1.8367 -0.2245 -0.9509 0.73
C -0.5271 2.0902 1.5745 -0.28
C 0.3489 -1.6259 -0.7019 -0.50
H 0.7955 -1.9011 -1.6642 0.21
H 1.9242 -2.4917 0.5850 0.14
H 2.1635 -0.7726 0.0974 0.21
H -0.4062 -2.3713 -0.4317 0.22
H -0.0058 3.0364 1.4262 0.16
H -1.1411 2.1455 2.4916 0.12
H -1.1788 1.8680 0.7181 0.26
```

Calculated values
- HOMO level (alpha / beta): -0.25 / -0.25 eV
- Total charge: -2
- Gap between HOMO and LUMO (alpha / beta): 6.66 / 6.66 eV



## 2
Computed, not measured: a 2-piece molecular cluster, C6H7NO6 overall, with the ωB97M-V functional and the def2-TZVPD basis.

XYZ file:
```
20
Properties=species:S:1:pos:R:3:nbo_charge:R:1
O 1.5860 2.0488 -1.1094 -0.75
O 4.5846 -0.6300 -0.2394 -0.78
O 3.3831 -1.6219 -1.8575 -0.79
O 1.2563 -1.4586 1.5107 -0.71
O 3.0017 1.8981 0.5274 -0.77
O 2.8091 0.0285 1.9424 -0.73
N -1.9557 -0.0819 -0.5874 -0.42
C 2.2279 1.3662 -0.3266 0.79
C 2.2139 -0.2180 -0.3870 -0.57
C -1.2086 0.6414 0.3843 -0.48
C 3.5486 -0.8941 -0.8748 0.78
C 2.0460 -0.6324 1.1398 0.82
C -1.6658 -1.2001 -1.0743 -0.08
H -0.7722 -1.7302 -0.6819 0.17
H -0.6410 1.3360 -0.2665 0.27
H 1.4164 -0.6386 -1.2063 0.23
H -1.8179 1.2571 1.0076 0.17
H 3.2261 0.8682 1.3949 0.51
H -0.7683 0.0790 1.2382 0.22
H -2.2861 -1.7384 -1.8341 0.14
```

Calculated values
- HOMO level: -1.11 eV
- Total charge: -2
- Gap between HOMO and LUMO: 7.10 eV



Quick one: most stable of them? 2